Computed, not measured: a molecular structure, C8H10NNiO2Se2Te2, with ωB97M-V with the def2-TZVPD basis set.

Summary:
Relative energy (zero: lowest compared OMol25 entry of this formula, charge and spin): 0.0 kJ/mol
HOMO level (spin up / spin down): -3.46 / -3.43 eV
HOMO-LUMO gap (spin up / spin down): 5.974 / 5.846 eV
⟨S²⟩: 2.010
Total energy: -200370.4418 eV
Total charge: -1
Maximum force: 0.957 eV/A
Lowest unoccupied orbital energy (spin up / spin down): 2.515 / 2.417 eV
Spin multiplicity: 3

Last column: Löwdin charge in e.
Positions of all 26 atoms, in Å:
Ni1 0.640423 -2.475287 0.114677  -0.01
Se1 2.726211 -3.430496 -0.460351  -0.18
Te1 4.114172 -2.597115 1.434036  0.02
Te2 2.156301 -1.904204 3.275746  0.03
Se2 0.179365 -3.092700 2.340055  -0.11
C1 0.583994 3.815922 -0.359313  -0.05
C2 0.706129 2.338916 -0.119690  -0.26
C3 1.764741 1.604613 -0.638753  -0.01
C4 1.806785 0.235434 -0.448021  -0.12
N1 0.874141 -0.421583 0.234319  -0.03
C5 -0.131540 0.276884 0.762438  -0.13
C6 -0.251943 1.641976 0.608605  -0.01
H1 1.502205 4.221167 -0.783014  0.07
H2 0.364161 4.349280 0.566135  0.08
H3 -0.230505 4.008888 -1.060090  0.09
H4 2.552865 2.096237 -1.194607  0.11
H5 2.618418 -0.361185 -0.848443  0.08
H6 -0.854085 -0.289477 1.336892  0.10
H7 -1.100098 2.151720 1.047868  0.12
C7 -3.513120 -1.773343 -0.724027  -0.02
C8 -2.004663 -1.653605 -0.972945  -0.72
O1 -1.588813 -0.801685 -1.760158  -0.02
O2 -1.300215 -2.506734 -0.327087  -0.20
H8 -3.994621 -0.813976 -0.905647  0.06
H9 -3.695897 -2.108290 0.295843  0.07
H10 -3.924400 -2.511358 -1.414457  0.07

Cartesian forces (eV/Å) of the 6 atoms listed first:
Ni -0.701 0.508 -0.409
Se 0.340 -0.157 -0.354
Te 0.073 0.014 0.146
Te 0.023 0.037 0.096
Se 0.044 -0.135 0.683
C 0.016 -0.036 0.006